Record 1
{
  "formula": "C3H6N2O2S",
  "method": "ωB97M-V/def2-TZVPD",
  "total_charge": 0,
  "spin_multiplicity": 1,
  "smiles": "N/N=C\\OCC(O)=S",
  "gap_ev": 8.94,
  "relative_energy_kcal_mol": 140.9,
  "lumo_ev": 0.141,
  "species": ["C", "C", "C", "H", "H", "H", "H", "H", "H", "N", "N", "O", "O", "S"],
  "coordinates": [[-0.881, 0.783, 1.403], [0.803, -0.234, 0.132], [0.307, -0.454, -1.319], [1.005, 0.338, 2.655], [0.057, -1.325, 3.599], [-1.720, 1.009, 0.728], [0.237, -1.158, 0.649], [1.827, -0.752, 0.051], [0.603, -1.821, -2.554], [0.235, -0.492, 2.712], [-1.016, 0.052, 2.492], [0.446, 0.952, 0.958], [0.911, -1.539, -1.719], [-0.548, 0.683, -2.298]],
  "forces_ev_per_angstrom": [[-0.10, -1.53, 1.47], [-2.09, -3.47, 0.50], [-0.41, 4.56, -0.22], [-1.91, -3.13, 1.01], [1.50, 4.07, -2.98], [0.55, 0.57, 0.64], [1.13, 1.90, -0.87], [-0.73, 2.08, 1.00], [-0.64, -0.34, -1.84], [0.55, -1.90, 4.78], [0.70, 1.20, -3.60], [-0.10, -1.01, -2.86], [0.38, -0.56, 1.20], [1.19, -2.44, 1.77]]
}

=====

Record 2
{
  "formula": "C28H19ClFeN6O4",
  "method": "ωB97M-V/def2-TZVPD",
  "total_charge": 1,
  "spin_multiplicity": 2,
  "gap_ev": [6.69, 6.66],
  "relative_energy_kcal_mol": 0.0,
  "lumo_ev": [-4.901, -5.698],
  "species": ["Fe", "C", "C", "C", "C", "C", "C", "N", "C", "C", "C", "C", "C", "C", "N", "N", "C", "C", "C", "C", "C", "N", "H", "H", "H", "H", "H", "H", "H", "H", "H", "H", "H", "H", "H", "O", "C", "O", "C", "C", "Cl", "N", "N", "C", "C", "O", "O", "C", "C", "C", "C", "C", "C", "H", "H", "H", "H", "H", "H"],
  "coordinates": [[0.265, 1.575, -0.527], [-2.850, 0.857, 3.935], [-1.776, -0.026, 4.001], [-0.661, 0.175, 3.214], [-0.621, 1.263, 2.318], [-1.714, 2.147, 2.257], [-2.809, 1.948, 3.070], [0.426, 1.448, 1.435], [1.721, 1.105, 1.808], [2.213, 1.127, 3.118], [3.537, 0.800, 3.352], [4.393, 0.444, 2.310], [3.932, 0.429, 1.003], [2.612, 0.765, 0.767], [1.997, 0.818, -0.497], [2.610, 0.481, -1.529], [1.792, 0.666, -2.669], [2.232, 0.229, -3.901], [1.389, 0.404, -4.990], [0.157, 1.008, -4.802], [-0.204, 1.427, -3.529], [0.596, 1.258, -2.482], [-3.721, 0.693, 4.555], [-1.817, -0.880, 4.664], [0.157, -0.531, 3.246], [-1.663, 2.995, 1.588], [-3.639, 2.639, 3.028], [1.569, 1.435, 3.930], [3.916, 0.834, 4.365], [5.424, 0.195, 2.520], [4.576, 0.169, 0.174], [3.204, -0.235, -3.985], [1.694, 0.074, -5.973], [-0.522, 1.166, -5.628], [-1.147, 1.924, -3.336], [-5.373, 0.744, -0.785], [-4.790, -0.431, -0.636], [-5.404, -1.456, -0.517], [-3.291, -0.451, -0.636], [-2.514, -1.598, -0.561], [-2.950, -3.222, -0.418], [-1.210, -1.232, -0.554], [-1.108, 0.107, -0.620], [-2.343, 0.584, -0.675], [-2.448, 2.079, -0.773], [-3.539, 2.617, -0.897], [-1.310, 2.670, -0.712], [-0.053, -2.067, -0.635], [0.072, -2.948, -1.698], [1.211, -3.733, -1.784], [2.209, -3.626, -0.823], [2.066, -2.742, 0.238], [0.923, -1.964, 0.340], [-4.727, 1.494, -0.892], [-0.703, -3.005, -2.451], [1.322, -4.427, -2.606], [3.094, -4.242, -0.896], [2.834, -2.672, 0.997], [0.764, -1.304, 1.182]],
  "forces_ev_per_angstrom": [[-0.46, -0.12, -0.08], [0.00, 0.00, 0.00], [0.01, -0.01, 0.00], [-0.01, 0.00, -0.01], [-0.01, 0.09, 0.01], [0.01, 0.00, 0.01], [0.00, 0.01, 0.00], [0.23, 0.11, -0.05], [-0.02, -0.04, -0.02], [0.01, 0.00, 0.01], [-0.02, 0.00, 0.00], [0.00, 0.00, -0.02], [0.01, -0.01, 0.00], [-0.02, 0.03, 0.04], [0.08, -0.09, 0.04], [0.02, 0.03, -0.06], [-0.04, -0.06, -0.01], [0.01, -0.01, 0.00], [0.00, 0.00, 0.01], [0.01, -0.01, 0.01], [-0.01, 0.07, -0.03], [0.27, 0.18, 0.06], [0.00, 0.00, 0.00], [0.00, 0.00, 0.00], [0.00, 0.00, 0.01], [-0.01, 0.00, -0.01], [0.00, 0.00, 0.00], [0.00, 0.00, 0.00], [0.00, 0.00, 0.00], [0.00, 0.00, 0.00], [0.00, 0.00, 0.00], [0.00, 0.00, 0.00], [0.00, 0.00, 0.00], [0.00, 0.00, 0.00], [0.00, 0.00, 0.01], [-0.01, -0.06, -0.02], [-0.01, 0.01, -0.12], [-0.01, 0.01, 0.05], [0.02, -0.06, 0.00], [-0.01, 0.03, 0.13], [-0.02, 0.01, -0.04], [0.01, -0.05, -0.05], [-0.04, -0.01, 0.10], [-0.03, 0.02, 0.02], [0.00, 0.01, 0.04], [0.04, 0.05, -0.02], [-0.02, -0.09, -0.11], [0.02, 0.01, -0.01], [0.09, 0.10, -0.09], [0.02, 0.01, 0.00], [0.01, 0.00, -0.01], [-0.02, 0.00, 0.00], [-0.09, -0.11, 0.11], [-0.01, 0.02, 0.11], [0.00, -0.02, 0.03], [0.00, 0.00, 0.00], [0.00, 0.00, 0.00], [0.00, 0.00, 0.00], [0.02, -0.01, -0.04]]
}